Entry 1:
{"formula": "C6H4F5N", "method": "the ωB97M-V functional and the def2-TZVPD basis", "homo_energy_ev": [-6.801, -10.427], "total_charge": 0, "spin_multiplicity": 3, "lumo_ev": [0.761, -3.635], "symbols": ["C", "C", "C", "C", "C", "C", "N", "F", "F", "F", "F", "F", "H", "H", "H", "H"], "xyz": [[-0.21, 1.30, 0.32], [1.00, 1.69, -0.02], [1.85, -0.44, -0.26], [0.64, -1.15, 0.32], [-0.54, -0.18, 0.50], [-1.67, -0.34, -0.61], [2.04, 0.79, -0.44], [0.98, -1.61, 1.55], [-1.20, -0.43, 1.66], [-1.23, -0.09, -1.85], [-2.08, -1.63, -0.64], [-2.80, 0.36, -0.34], [-1.10, 1.99, 0.69], [1.11, 2.74, -0.11], [2.83, -0.93, -0.48], [0.37, -2.06, -0.28]]}

Entry 2:
{"formula": "C29H61N2O12S6", "method": "the ωB97M-V functional and the def2-TZVPD basis", "homo_energy_ev": -11.265, "total_charge": 1, "lumo_ev": -3.609, "e_above_lowest_ev": 1.141, "symbols": ["C", "C", "C", "N", "C", "C", "N", "H", "H", "H", "H", "H", "H", "H", "H", "H", "H", "H", "H", "H", "C", "C", "C", "S", "O", "O", "C", "H", "H", "H", "H", "H", "H", "H", "H", "C", "C", "C", "S", "O", "O", "C", "H", "H", "H", "H", "H", "H", "H", "H", "C", "C", "C", "S", "O", "O", "C", "H", "H", "H", "H", "H", "H", "H", "H", "C", "C", "C", "S", "O", "O", "C", "H", "H", "H", "H", "H", "H", "H", "H", "C", "C", "C", "S", "O", "O", "C", "H", "H", "H", "H", "H", "H", "H", "H", "C", "C", "C", "S", "O", "O", "C", "H", "H", "H", "H", "H", "H", "H", "H"], "xyz": [[9.63, 1.35, -1.79], [9.14, 2.36, -0.99], [7.85, 3.06, -1.37], [6.76, 2.25, -0.75], [5.42, 2.36, -1.42], [4.88, 1.03, -1.97], [5.11, -0.13, -1.08], [9.64, 0.33, -1.42], [10.02, 1.55, -2.78], [9.65, 2.69, -0.09], [7.73, 3.13, -2.45], [7.87, 4.07, -0.98], [6.62, 2.55, 0.22], [7.10, 1.29, -0.69], [5.44, 3.08, -2.23], [4.71, 2.74, -0.70], [5.23, 0.77, -2.96], [3.80, 1.17, -2.05], [5.18, 0.19, -0.13], [6.04, -0.47, -1.30], [1.78, -4.02, -2.23], [3.13, -3.30, -2.33], [3.46, -2.75, -0.93], [2.64, -3.84, 0.24], [1.61, -3.08, 0.92], [3.63, -4.60, 0.96], [1.86, -4.89, -0.98], [1.57, -4.61, -3.12], [0.98, -3.28, -2.12], [3.90, -4.01, -2.63], [3.12, -2.50, -3.07], [4.52, -2.75, -0.73], [3.06, -1.75, -0.78], [0.88, -5.21, -0.62], [2.50, -5.75, -1.14], [-3.05, -4.87, 3.76], [-2.05, -3.70, 3.68], [-1.03, -4.05, 2.59], [-1.87, -5.13, 1.43], [-1.25, -6.43, 1.48], [-2.07, -4.43, 0.18], [-3.42, -5.20, 2.32], [-3.92, -4.61, 4.35], [-2.56, -5.73, 4.23], [-2.59, -2.79, 3.40], [-1.56, -3.52, 4.63], [-0.68, -3.17, 2.06], [-0.18, -4.60, 3.00], [-3.87, -6.19, 2.21], [-4.07, -4.44, 1.90], [3.63, 6.84, 0.47], [4.66, 7.98, 0.49], [5.71, 7.66, -0.58], [4.87, 6.69, -1.83], [5.45, 5.35, -1.85], [4.75, 7.45, -3.04], [3.29, 6.61, -1.00], [2.74, 7.09, 1.05], [4.06, 5.94, 0.90], [4.17, 8.92, 0.25], [5.12, 8.09, 1.47], [6.11, 8.56, -1.04], [6.53, 7.06, -0.17], [2.82, 5.65, -1.19], [2.68, 7.42, -1.40], [-7.81, -1.05, -0.27], [-7.03, -2.21, -0.90], [-5.84, -2.53, 0.01], [-6.34, -2.05, 1.67], [-5.51, -0.95, 2.10], [-6.51, -3.24, 2.47], [-7.95, -1.41, 1.21], [-8.78, -0.90, -0.73], [-7.24, -0.12, -0.37], [-7.68, -3.08, -0.98], [-6.70, -1.96, -1.91], [-5.59, -3.59, 0.00], [-4.96, -1.94, -0.26], [-8.20, -0.56, 1.84], [-8.68, -2.21, 1.35], [4.13, -1.65, 3.65], [3.54, -0.62, 4.62], [4.32, 0.68, 4.44], [4.91, 0.68, 2.75], [6.36, 0.61, 2.75], [4.22, 1.70, 1.98], [4.26, -0.93, 2.32], [3.49, -2.54, 3.56], [5.11, -1.98, 4.00], [2.49, -0.45, 4.38], [3.58, -0.97, 5.65], [3.70, 1.56, 4.60], [5.19, 0.72, 5.10], [4.94, -1.43, 1.63], [3.29, -0.78, 1.85], [-11.98, 1.86, -3.73], [-11.22, 0.70, -4.37], [-10.03, 0.36, -3.46], [-10.53, 0.84, -1.80], [-9.69, 1.92, -1.36], [-10.73, -0.34, -1.00], [-12.13, 1.50, -2.26], [-12.95, 2.03, -4.20], [-11.40, 2.78, -3.83], [-11.88, -0.17, -4.45], [-10.88, 0.94, -5.38], [-9.80, -0.70, -3.47], [-9.15, 0.94, -3.72], [-12.36, 2.35, -1.62], [-12.87, 0.71, -2.11]]}

Entry 3:
{"formula": "C8H16N2", "method": "the ωB97M-V functional and the def2-TZVPD basis", "homo_energy_ev": -19.292, "total_charge": 2, "lumo_ev": -10.693, "e_above_lowest_ev": 4.161, "symbols": ["C", "C", "C", "C", "C", "C", "C", "C", "N", "N", "H", "H", "H", "H", "H", "H", "H", "H", "H", "H", "H", "H", "H", "H", "H", "H"], "xyz": [[-1.26, -1.42, -1.66], [-0.07, -0.16, -0.03], [-1.16, -2.59, -0.67], [0.51, -0.11, 2.35], [0.01, 2.08, 1.00], [2.03, 0.62, 0.38], [-0.64, 0.99, -1.96], [0.66, 0.58, 0.91], [-0.54, -2.45, 0.40], [-0.62, -0.20, -1.12], [-0.87, -1.74, -2.66], [-2.34, -1.17, -1.87], [-1.53, -3.64, -1.12], [1.27, -0.95, 2.46], [0.76, 0.61, 3.11], [-0.49, -0.42, 2.42], [-0.87, 2.00, 1.65], [-0.22, 2.30, -0.08], [0.85, 2.62, 1.32], [2.07, 1.50, -0.36], [2.37, -0.24, -0.16], [2.87, 0.81, 1.16], [-0.91, 0.86, -3.10], [0.16, 1.70, -1.95], [-1.52, 1.57, -1.56], [-0.53, -3.16, 1.14]]}

Entry 4:
{"formula": "C19H33Br3CaCl5FILiN2O11P", "method": "the ωB97M-V functional and the def2-TZVPD basis", "homo_energy_ev": -8.664, "total_charge": 1, "lumo_ev": -7.214, "symbols": ["C", "C", "C", "Br", "C", "N", "C", "P", "O", "O", "O", "N", "C", "I", "H", "H", "H", "H", "H", "H", "H", "H", "H", "H", "Br", "C", "C", "Br", "H", "H", "H", "H", "C", "Cl", "Cl", "Cl", "H", "Cl", "Cl", "C", "C", "O", "C", "O", "O", "H", "H", "H", "H", "O", "C", "O", "C", "C", "C", "H", "H", "H", "H", "H", "H", "H", "H", "Li", "Ca", "F", "C", "O", "C", "O", "O", "C", "H", "H", "H", "H", "H", "H"], "xyz": [[6.44, 4.40, -1.25], [5.69, 5.21, -0.02], [4.38, 6.08, -0.49], [4.77, 7.95, -1.10], [3.53, 5.16, -1.55], [2.59, 4.16, -0.92], [2.01, 3.46, -2.13], [0.80, 2.07, -1.64], [1.23, 1.60, -0.16], [-0.87, 2.56, -1.51], [1.08, 0.70, -2.68], [2.50, 3.97, -3.46], [3.51, 5.09, -3.19], [4.70, 6.31, -4.56], [6.65, 5.11, -2.16], [5.76, 3.47, -1.57], [7.44, 3.96, -0.76], [6.45, 5.83, 0.66], [5.28, 4.36, 0.71], [3.68, 6.18, 0.48], [2.45, 4.03, 0.11], [-1.03, 2.78, -0.52], [1.94, 0.22, -2.41], [2.19, 3.62, -4.39], [-4.98, -1.50, -2.61], [-4.39, 0.10, -1.66], [-2.89, 0.21, -1.65], [-2.10, -1.01, -0.34], [-4.83, 0.05, -0.66], [-4.84, 0.94, -2.21], [-2.58, 1.21, -1.32], [-2.43, -0.01, -2.61], [-2.79, 3.47, 2.24], [-4.17, 3.85, 1.20], [-2.79, 1.75, 2.68], [-1.26, 3.90, 1.45], [-2.87, 4.05, 3.16], [2.02, 4.05, -6.36], [-0.08, 4.65, -2.63], [-0.18, -3.35, 2.22], [0.03, -2.12, 3.06], [0.41, -2.65, 4.31], [0.93, -3.89, 4.08], [1.52, -4.56, 4.91], [0.71, -4.28, 2.79], [0.06, -3.17, 1.17], [-1.20, -3.74, 2.30], [0.83, -1.49, 2.68], [-0.88, -1.53, 3.15], [-0.95, -8.91, 9.84], [0.01, -8.35, 9.32], [-0.16, -7.57, 8.23], [0.85, -6.72, 7.66], [1.73, -7.50, 6.69], [1.41, -8.59, 9.81], [1.43, -6.22, 8.44], [0.32, -5.94, 7.10], [2.26, -8.31, 7.20], [2.46, -6.84, 6.22], [1.12, -7.97, 5.91], [1.80, -9.51, 9.36], [1.37, -8.72, 10.90], [2.09, -7.77, 9.63], [0.52, -0.38, 1.17], [-6.98, -0.38, -3.03], [0.02, 3.14, 3.13], [-2.67, 0.62, -7.14], [-4.05, 0.43, -7.45], [-4.47, 1.11, -8.54], [-3.79, 1.84, -9.24], [-5.79, 0.84, -8.72], [-6.38, 1.50, -9.85], [-2.44, 0.03, -6.25], [-2.03, 0.27, -7.96], [-2.47, 1.68, -6.91], [-5.89, 1.18, -10.77], [-6.32, 2.58, -9.73], [-7.43, 1.21, -9.89]]}

Entry 5:
{"formula": "C4H10N4O", "method": "the ωB97M-V functional and the def2-TZVPD basis", "homo_energy_ev": -8.466, "total_charge": 0, "lumo_ev": 0.579, "e_above_lowest_ev": 2.669, "symbols": ["H", "N", "C", "C", "C", "N", "H", "H", "H", "H", "H", "H", "N", "C", "N", "O", "H", "H", "H"], "xyz": [[-0.52, -1.56, 0.76], [0.02, -2.33, 0.37], [0.97, -1.86, -0.31], [1.29, -0.39, -0.47], [2.58, -0.06, -1.17], [0.50, 0.42, 0.08], [0.01, 1.53, -0.21], [1.63, -2.57, -0.82], [2.76, 1.01, -1.17], [3.42, -0.57, -0.68], [2.55, -0.42, -2.20], [-1.85, 2.19, -1.00], [-1.49, 2.06, -0.07], [-2.03, 1.05, 0.53], [-1.77, 0.78, 1.85], [-2.71, 0.11, -0.15], [-1.41, -0.15, 2.03], [-1.17, 1.48, 2.27], [-2.78, -0.71, 0.35]]}

Entry 6:
{"formula": "C3H6N2O2", "method": "the ωB97M-V functional and the def2-TZVPD basis", "homo_energy_ev": -9.820, "total_charge": 0, "lumo_ev": 0.816, "e_above_lowest_ev": 1.199, "symbols": ["C", "C", "N", "N", "C", "O", "O", "H", "H", "H", "H", "H", "H"], "xyz": [[-0.72, 1.03, -0.88], [0.22, -0.10, -0.59], [1.02, -0.55, -1.77], [0.62, -0.69, 0.45], [-0.22, -0.46, 1.68], [-1.04, 0.39, 1.96], [0.15, -1.36, 2.60], [-1.30, 1.35, -0.02], [-0.14, 1.88, -1.27], [-1.41, 0.71, -1.67], [1.65, -1.32, -1.58], [1.49, 0.18, -2.30], [-0.32, -1.08, 3.40]]}